# 1
{"formula": "C34H53CaCl4N3O9P2S2SeSi", "method": "ωB97M-V with the def2-TZVPD basis set", "symbols": ["Ca", "Cl", "C", "C", "Cl", "C", "Cl", "C", "O", "C", "O", "C", "Cl", "C", "C", "C", "O", "P", "O", "C", "P", "O", "O", "C", "C", "C", "O", "C", "C", "C", "O", "C", "C", "C", "H", "H", "H", "H", "H", "H", "H", "H", "H", "H", "H", "H", "H", "H", "H", "H", "H", "H", "H", "H", "H", "H", "H", "H", "H", "H", "H", "H", "H", "H", "C", "Si", "C", "C", "C", "C", "H", "H", "H", "H", "H", "H", "H", "H", "H", "C", "S", "C", "O", "H", "H", "H", "H", "H", "H", "Se", "C", "N", "N", "C", "S", "N", "C", "C", "C", "C", "C", "C", "H", "H", "H", "H", "H", "H", "H", "H"], "positions_angstrom": [[-1.17, 0.82, -0.29], [-5.65, -0.45, -5.70], [-4.80, -0.58, -4.19], [-4.98, -1.68, -3.38], [-6.05, -2.96, -3.86], [-4.27, -1.75, -2.16], [-4.48, -3.16, -1.15], [-3.40, -0.77, -1.72], [-2.75, -0.82, -0.60], [-3.18, 0.39, -2.59], [-2.33, 1.28, -2.24], [-3.91, 0.44, -3.79], [-3.68, 1.84, -4.80], [0.15, 3.72, -3.86], [1.29, 4.36, -3.10], [0.84, 5.44, -2.13], [2.10, 3.35, -2.43], [1.64, 2.62, -1.09], [0.19, 2.70, -0.83], [2.32, 0.97, -1.28], [1.43, -0.15, -2.37], [0.09, -0.53, -1.91], [2.34, -1.43, -2.55], [3.74, -1.39, -2.84], [4.00, -2.38, -3.97], [4.51, -1.74, -1.58], [1.49, 0.58, -3.78], [0.84, -0.10, -4.90], [-0.61, 0.33, -5.00], [1.65, 0.25, -6.13], [2.44, 3.33, 0.07], [3.85, 3.42, 0.38], [4.65, 3.97, -0.79], [4.40, 2.10, 0.90], [-0.38, 4.48, -4.43], [-0.56, 3.23, -3.19], [0.55, 2.98, -4.55], [2.01, 4.79, -3.81], [0.08, 5.06, -1.45], [0.40, 6.27, -2.70], [1.68, 5.83, -1.55], [2.24, 0.49, -0.29], [3.36, 1.04, -1.58], [4.01, -0.39, -3.19], [3.68, -3.37, -3.65], [5.06, -2.41, -4.21], [3.44, -2.11, -4.86], [4.23, -2.74, -1.25], [4.25, -1.06, -0.77], [5.58, -1.70, -1.76], [0.90, -1.18, -4.72], [-0.70, 1.34, -5.38], [-1.09, 0.29, -4.03], [-1.14, -0.34, -5.68], [1.64, 1.33, -6.28], [1.22, -0.22, -7.01], [2.69, -0.07, -6.03], [3.86, 4.14, 1.19], [4.67, 3.27, -1.62], [5.68, 4.15, -0.46], [4.22, 4.91, -1.14], [4.71, 1.43, 0.09], [3.65, 1.59, 1.50], [5.28, 2.30, 1.52], [2.63, 2.60, 4.41], [2.13, 0.81, 4.11], [0.94, 0.30, 5.47], [3.70, -0.24, 4.29], [1.38, 0.61, 2.49], [0.63, 0.54, 1.52], [3.02, 2.75, 5.42], [1.77, 3.25, 4.26], [3.41, 2.92, 3.70], [1.38, 0.41, 6.46], [0.64, -0.74, 5.33], [0.04, 0.90, 5.41], [4.16, -0.11, 5.27], [4.43, 0.03, 3.52], [3.46, -1.30, 4.15], [1.29, -4.58, 1.13], [0.67, -3.13, 0.24], [-0.44, -2.61, 1.56], [1.85, -2.23, 0.20], [1.69, -4.25, 2.08], [2.08, -5.01, 0.52], [0.49, -5.31, 1.27], [-1.09, -3.45, 1.80], [-1.06, -1.77, 1.24], [0.16, -2.30, 2.42], [-4.28, 4.24, 2.41], [-3.35, 2.91, 1.64], [-2.74, 2.06, 1.13], [-4.35, -1.37, 1.66], [-4.23, -1.68, 2.95], [-2.93, -1.23, 3.89], [-5.33, -2.40, 3.41], [-5.57, -2.99, 4.65], [-6.89, -3.07, 5.09], [-7.21, -3.70, 6.28], [-6.21, -4.26, 7.06], [-4.89, -4.18, 6.62], [-4.56, -3.56, 5.43], [-3.63, -0.85, 1.14], [-4.99, -1.87, 1.07], [-6.16, -2.26, 2.85], [-7.67, -2.61, 4.49], [-8.24, -3.75, 6.60], [-6.45, -4.75, 8.00], [-4.10, -4.62, 7.22], [-3.54, -3.50, 5.10]], "charge": -2, "energy_ha": -8857.632218, "de_lowest_kj_mol": 19.2}


# 2
{"formula": "C34H53HgN4OP2", "method": "ωB97M-V with the def2-TZVPD basis set", "symbols": ["C", "C", "C", "C", "C", "H", "H", "H", "N", "P", "P", "C", "H", "H", "C", "H", "C", "C", "C", "C", "C", "H", "H", "H", "C", "H", "H", "H", "C", "H", "H", "H", "C", "H", "H", "H", "C", "H", "H", "H", "C", "H", "H", "H", "C", "H", "H", "H", "C", "H", "H", "H", "C", "H", "H", "H", "C", "H", "H", "H", "C", "H", "H", "H", "C", "H", "H", "H", "Hg", "C", "O", "N", "C", "C", "C", "C", "C", "H", "C", "H", "C", "H", "H", "H", "C", "N", "C", "C", "N", "H", "H", "H", "H", "H", "H"], "positions_angstrom": [[1.91, -1.87, -1.41], [1.97, 0.34, -2.15], [2.77, -2.31, -2.44], [2.68, -0.07, -3.31], [3.11, -1.38, -3.44], [3.16, -3.33, -2.43], [2.87, 0.69, -4.06], [3.74, -1.69, -4.28], [1.50, -0.62, -1.30], [-0.18, -2.60, 0.48], [1.11, 2.33, -0.33], [1.44, -2.92, -0.40], [1.30, -3.89, -0.91], [2.19, -3.07, 0.39], [1.76, 1.72, -1.89], [1.70, 2.30, -2.81], [-0.42, 3.66, -0.29], [2.82, 3.15, 0.05], [-1.38, -3.44, -0.75], [-0.12, -3.53, 2.15], [-1.72, 3.19, 0.39], [-1.59, 2.99, 1.46], [-2.45, 4.02, 0.30], [-2.17, 2.31, -0.09], [-0.01, 4.92, 0.48], [0.14, 4.68, 1.55], [0.89, 5.41, 0.09], [-0.84, 5.65, 0.44], [-0.72, 3.93, -1.76], [-1.57, 4.62, -1.85], [0.12, 4.38, -2.29], [-1.00, 3.00, -2.29], [2.93, 3.77, 1.44], [2.77, 3.02, 2.22], [3.94, 4.17, 1.53], [2.22, 4.59, 1.60], [3.87, 2.01, -0.04], [3.54, 1.12, 0.51], [4.07, 1.73, -1.08], [4.81, 2.36, 0.40], [3.01, 4.21, -1.06], [2.47, 3.99, -1.99], [2.70, 5.21, -0.72], [4.07, 4.26, -1.33], [-1.47, -3.30, 2.86], [-1.42, -3.68, 3.89], [-1.70, -2.22, 2.91], [-2.30, -3.81, 2.35], [0.99, -2.90, 3.02], [1.96, -2.89, 2.51], [0.73, -1.88, 3.30], [1.10, -3.49, 3.94], [0.16, -5.04, 2.04], [0.42, -5.43, 3.04], [-0.72, -5.62, 1.71], [1.00, -5.27, 1.38], [-1.05, -2.95, -2.18], [-1.92, -3.14, -2.83], [-0.86, -1.87, -2.20], [-0.19, -3.48, -2.60], [-2.80, -2.99, -0.37], [-2.85, -1.89, -0.30], [-3.50, -3.30, -1.16], [-3.13, -3.42, 0.59], [-1.32, -4.99, -0.77], [-0.30, -5.38, -0.84], [-1.83, -5.44, 0.09], [-1.86, -5.33, -1.67], [-0.12, 0.05, 0.62], [1.83, 0.96, 2.44], [2.18, 0.27, 3.29], [-2.38, 0.06, -1.14], [-3.01, 0.24, -2.14], [-3.09, 0.64, -3.51], [-4.29, 0.65, -4.23], [-1.88, 1.07, -4.10], [-4.25, 0.86, -5.61], [-5.20, 0.54, -3.65], [-1.86, 1.31, -5.48], [-0.98, 1.23, -3.48], [-3.03, 1.17, -6.23], [-5.16, 0.81, -6.17], [-0.91, 1.59, -5.95], [-3.00, 1.28, -7.30], [-1.47, 1.12, 6.40], [-0.54, 0.29, 5.64], [0.61, -0.32, 6.32], [-0.70, 0.18, 4.35], [-0.92, 0.14, 3.19], [-1.18, 1.08, 7.45], [-2.49, 0.74, 6.27], [-1.44, 2.16, 6.04], [0.56, -1.42, 6.30], [1.56, -0.02, 5.85], [0.59, 0.02, 7.36]], "charge": 1, "energy_ha": -2457.416768}


no.,HOMO (eV)
1,-1.69
2,-8.38